No. 1
C35H38GdN12O4S2 | the ωB97M-V functional and the def2-TZVPD basis

Results
strongest force on any atom: 4.7 eV/A
multiplicity: 8
expectation value of S²: 16.04
lowest unoccupied orbital energy (alpha / beta): -2.74 / -3.86 eV
calculated total energy: -3876.3036 Ha
net charge: +1
ΔE to the lowest compared entry with this formula, charge and spin: 0.0 kcal/mol
gap between HOMO and LUMO (alpha / beta): 0.2340 / 0.1886 hartree

Each line ends with the Löwdin charge.
Positions of all 92 atoms, in Å:
1 Gd 0.4828 0.9074 0.7015  1.61
2 S 0.6488 6.1073 1.0443  1.02
3 C -0.2945 5.5101 2.3472  -0.46
4 C -0.3082 4.1564 2.5342  -0.25
5 C 0.3593 3.4980 1.4142  -0.27
6 C 1.0591 4.4430 0.6761  -0.57
7 C 1.9404 4.0863 -0.4084  -0.28
8 C 2.5852 5.0732 -1.2034  -0.02
9 C 3.4648 4.6110 -2.1864  -0.05
10 C 3.5913 3.2279 -2.4137  -0.07
11 C 2.9819 2.3300 -1.5336  -0.15
12 N 2.1321 2.7131 -0.5722  0.02
13 H -0.8895 6.1897 3.0250  0.09
14 H -0.7717 3.6050 3.3262  0.09
15 H 2.2791 6.0858 -1.1216  0.08
16 H 3.9533 5.3707 -2.8050  0.11
17 H 4.0789 2.8522 -3.3149  0.10
18 H 3.2562 1.2472 -1.6371  0.12
19 C 0.5162 -5.4240 -0.8231  -0.03
20 C 0.1576 -3.9428 -0.7394  -0.28
21 N -1.1149 -3.6181 -0.6292  0.02
22 O -1.9412 -4.6756 -0.4341  -0.17
23 C 1.1288 -2.8599 -0.8764  -0.30
24 C 2.4604 -3.1877 -1.5111  -0.03
25 N 0.7327 -1.6332 -0.6249  -0.06
26 O 1.7332 -0.6917 -0.4805  -0.40
27 H 1.4246 -5.5974 -1.4076  0.07
28 H -0.3422 -5.9522 -1.2036  0.06
29 H 0.7819 -5.7767 0.2088  0.10
30 H -2.8624 -4.2418 -0.1916  -0.07
31 H 2.2948 -3.5973 -2.5237  0.09
32 H 3.0376 -3.9108 -0.9597  0.07
33 H 2.9872 -2.2336 -1.6606  0.07
34 C 1.1414 -2.5646 4.1558  0.02
35 N 1.6257 -1.1435 4.0886  -0.02
36 C 2.2079 -0.5115 5.1758  0.01
37 C 2.5029 0.8293 5.0968  0.02
38 C 2.1596 1.5189 3.8960  -0.33
39 N 1.5674 0.8856 2.8628  0.08
40 C 1.2779 -0.4413 2.9945  -0.51
41 O 0.6818 -0.9855 2.0215  -0.11
42 N 2.4691 2.8092 3.7889  0.22
43 H 0.0475 -2.6552 4.4913  0.11
44 H 1.7114 -3.1586 4.8990  0.10
45 H 1.2998 -3.0245 3.1649  0.10
46 H 2.3648 -1.1348 6.0342  0.13
47 H 2.9327 1.3380 5.9585  0.12
48 H 2.8822 3.2778 4.5573  0.11
49 H 2.0801 3.3123 2.9681  0.11
50 C -3.8168 1.0358 2.5550  0.01
51 C -2.7034 1.5472 1.7753  -0.48
52 N -2.8629 2.6672 1.0467  0.21
53 O -1.5380 0.9138 1.7541  -0.22
54 H -4.6940 1.6251 2.3621  0.08
55 H -3.5844 0.9955 3.6460  0.12
56 H -4.0477 0.0188 2.2157  0.08
57 H -3.7849 3.1267 0.9847  0.14
58 H -2.0730 3.0578 0.5114  0.11
59 C -2.8115 -0.1301 -2.6429  -0.03
60 C -2.1935 0.2914 -1.4708  -0.14
61 N -1.1341 1.0920 -1.4329  -0.02
62 C -0.6994 1.5420 -2.6092  -0.06
63 C -1.3135 1.2799 -3.8858  -0.17
64 C -2.3145 0.2733 -3.8683  0.01
65 C -0.9504 2.0117 -5.1042  -0.05
66 C 0.2603 2.0404 -5.6583  -0.04
67 C 1.1320 0.8777 -5.8531  -0.28
68 C 2.4801 0.9586 -6.0828  -0.02
69 C 3.1760 -0.2428 -6.0940  -0.10
70 N 2.4914 -1.3880 -6.1986  0.08
71 C 1.1823 -1.3433 -6.2074  -0.23
72 N 0.4663 -0.2819 -6.0463  0.15
73 H -3.7420 -0.6375 -2.5893  0.10
74 H -2.5916 -0.0814 -0.5101  0.11
75 H 0.1790 2.2223 -2.6627  0.12
76 H -2.6834 -0.1641 -4.7571  0.11
77 H -1.7952 2.5281 -5.5584  0.12
78 H 0.6880 3.0002 -6.0163  0.13
79 H 2.9816 1.9278 -6.2728  0.12
80 H 4.2617 -0.3154 -6.0797  0.11
81 H 0.6994 -2.2694 -6.4490  0.11
82 S -4.4638 -3.3846 0.4552  0.70
83 C -4.0084 -3.4300 2.0680  -0.82
84 N -3.8378 -4.6526 2.6333  0.07
85 C -3.3158 -4.8238 3.8987  0.01
86 C -3.1275 -3.6628 4.6701  -0.04
87 C -3.3479 -2.4445 4.0396  -0.12
88 N -3.7985 -2.3128 2.8088  0.07
89 H -4.1709 -5.4385 2.0554  0.16
90 H -3.1540 -5.8605 4.1739  0.13
91 H -2.7641 -3.7157 5.6950  0.11
92 H -3.1708 -1.4768 4.5314  0.12

No. 2
C7H24NaO5 | the ωB97M-V functional and the def2-TZVPD basis

Results
strongest force on any atom: 1.8 eV/A
multiplicity: 1
lowest unoccupied orbital energy: -2.55 eV
calculated total energy: -819.3733 Ha
net charge: +1
ΔE to the lowest compared entry with this formula, charge and spin: 11.5 kcal/mol
gap between HOMO and LUMO: 0.4079 hartree

Each line ends with the natural charge from an NBO analysis.
Positions of all 37 atoms, in Å:
1 Na -0.2801 -0.1930 0.1850  0.93
2 C -1.3326 3.0226 -0.7592  -0.63
3 C -0.5801 3.5568 0.5069  -0.07
4 O 0.3435 2.4771 0.7892  -0.76
5 H -0.7030 2.9454 -1.6456  0.22
6 H -2.2742 3.5350 -0.9565  0.23
7 H -1.6900 2.0194 -0.5267  0.19
8 H -1.2631 3.6603 1.3500  0.17
9 H -0.1408 4.5511 0.4259  0.19
10 H 0.6649 2.6009 1.6853  0.48
11 C 4.2339 -0.5475 -0.9929  -0.65
12 C 3.1457 0.3418 -0.3882  -0.07
13 O 2.1131 -0.3580 0.2741  -0.77
14 H 4.5778 -1.3415 -0.3300  0.21
15 H 5.1329 0.0522 -1.1349  0.23
16 H 3.9318 -1.0690 -1.9011  0.22
17 H 2.6513 1.0048 -1.0982  0.19
18 H 3.5441 1.0700 0.3183  0.17
19 H 2.4918 -0.8560 1.0022  0.48
20 C -3.2070 0.1847 1.6780  -0.26
21 O -2.6614 -0.4431 0.5161  -0.78
22 H -3.7616 -0.5260 2.2907  0.18
23 H -2.4470 0.6694 2.2908  0.19
24 H -4.0143 0.8773 1.4399  0.19
25 H -3.2764 -0.9829 0.0139  0.50
26 C 0.3336 -1.5705 -2.6013  -0.25
27 O -0.3243 -0.3975 -2.2168  -0.76
28 H -0.2596 -2.0450 -3.3830  0.19
29 H 1.2558 -1.1416 -2.9933  0.18
30 H 0.5582 -2.1950 -1.7366  0.18
31 H -0.4635 0.0310 -3.0646  0.49
32 C -1.3933 -3.2703 1.8344  -0.27
33 O -0.3001 -2.2937 1.7149  -0.77
34 H -1.3286 -4.1531 2.4704  0.20
35 H -2.3745 -2.9186 2.1532  0.19
36 H -1.4455 -3.6305 0.8069  0.18
37 H 0.5428 -2.6668 1.9830  0.49

No. 3
C2H2ClIO | the ωB97M-V functional and the def2-TZVPD basis

Results
strongest force on any atom: 2.4 eV/A
multiplicity: 1
lowest unoccupied orbital energy (alpha / beta): -1.96 / -2.93 eV
calculated total energy: -910.4342 Ha
net charge: 0
ΔE to the lowest compared entry with this formula, charge and spin: 48.9 kcal/mol
gap between HOMO and LUMO (alpha / beta): 0.2968 / 0.2454 hartree

Each line ends with the natural charge from an NBO analysis.
Positions of all 7 atoms, in Å:
1 C -0.1982 0.2481 -0.0360  0.25
2 C -1.2420 -0.6829 -0.1375  -0.20
3 O 0.9546 -0.0170 -0.3449  -0.48
4 Cl -0.8360 -2.2603 -0.5966  0.09
5 I 4.1524 2.0902 0.3032  0.00
6 H -0.6105 1.1275 0.3895  0.13
7 H -2.2203 -0.5056 0.4222  0.22

No. 4
C4H10N2 | the ωB97M-V functional and the def2-TZVPD basis

Results
strongest force on any atom: 3.9 eV/A
multiplicity: 1
lowest unoccupied orbital energy: 1.00 eV
calculated total energy: -267.8036 Ha
net charge: 0
ΔE to the lowest compared entry with this formula, charge and spin: 76.4 kcal/mol
SMILES: [H]/N=C/N.C=CC
gap between HOMO and LUMO: 0.3647 hartree

Each line ends with the natural charge from an NBO analysis.
Positions of all 16 atoms, in Å:
1 H 3.3917 -1.6875 1.7694  0.34
2 N 2.5319 -1.6558 1.1436  -0.69
3 C 1.5066 -1.1712 1.7088  0.28
4 N 0.3937 -0.8380 0.9388  -0.85
5 H 1.2581 -1.1658 2.7077  0.14
6 H 0.6321 -0.5728 0.0263  0.39
7 H -0.4614 -1.3212 1.2466  0.39
8 C -2.1080 1.6834 -0.1656  -0.43
9 C -1.8616 1.3873 -1.4866  -0.18
10 C -0.5244 0.7135 -2.0749  -0.65
11 H -2.7177 2.4947 0.1703  0.21
12 H -1.5009 0.9953 0.5352  0.20
13 H -2.7839 1.2743 -2.2071  0.21
14 H -0.6369 0.3888 -3.0847  0.22
15 H -0.0803 -0.1152 -1.5629  0.20
16 H 0.3436 1.4879 -2.0681  0.22

No. 5
C3H12N4O | the ωB97M-V functional and the def2-TZVPD basis

Results
strongest force on any atom: 2.3 eV/A
multiplicity: 1
lowest unoccupied orbital energy: 0.06 eV
calculated total energy: -415.6098 Ha
net charge: 0
ΔE to the lowest compared entry with this formula, charge and spin: 117.4 kcal/mol
SMILES: CN(N)N=O.CNC
gap between HOMO and LUMO: 0.3046 hartree

Each line ends with the natural charge from an NBO analysis.
Positions of all 20 atoms, in Å:
1 C -0.5387 2.9024 1.0233  -0.46
2 N -0.1525 1.6339 0.3903  -0.15
3 N -0.2811 1.7605 -1.0355  -0.67
4 N 1.1138 1.2217 0.7073  0.26
5 O 1.2275 0.9667 1.9026  -0.33
6 H -1.5659 3.1788 0.7566  0.21
7 H 0.1145 3.7311 0.7205  0.19
8 H -0.5033 2.8323 2.1168  0.23
9 H -1.2313 2.0022 -1.3081  0.36
10 H 0.3556 2.4605 -1.4153  0.35
11 C 0.8422 -2.7936 0.4637  -0.41
12 N 0.3773 -1.6205 -0.2483  -0.63
13 C -0.4796 -1.9533 -1.3715  -0.41
14 H 0.0140 -3.3830 0.8704  0.16
15 H 1.4287 -3.4440 -0.1937  0.19
16 H 1.4988 -2.4901 1.2858  0.20
17 H -0.0898 -0.9140 0.3676  0.36
18 H -1.3506 -2.5382 -1.0577  0.15
19 H -0.8459 -1.0355 -1.8405  0.20
20 H 0.0663 -2.5179 -2.1342  0.19

No. 6
C4H8O2 | the ωB97M-V functional and the def2-TZVPD basis

Results
strongest force on any atom: 0.5 eV/A
multiplicity: 1
lowest unoccupied orbital energy: 0.91 eV
calculated total energy: -307.6720 Ha
net charge: 0
ΔE to the lowest compared entry with this formula, charge and spin: 25.4 kcal/mol
SMILES: C[C@@H](O)CC=O
gap between HOMO and LUMO: 0.4004 hartree

Each line ends with the natural charge from an NBO analysis.
Positions of all 14 atoms, in Å:
1 C 0.9241 0.8420 -1.3330  -0.62
2 C 0.2619 -0.2131 -0.4682  0.11
3 O 1.3061 -0.8257 0.2793  -0.73
4 C -0.7996 0.3858 0.4736  -0.54
5 C -1.1416 -0.6477 1.5193  0.44
6 O -1.7693 -1.6520 1.2681  -0.53
7 H 1.6124 0.3671 -2.0363  0.22
8 H 0.1945 1.4272 -1.8999  0.21
9 H 1.4986 1.5224 -0.6953  0.21
10 H -0.2373 -0.9683 -1.0921  0.17
11 H 0.9974 -1.6873 0.5844  0.47
12 H -1.7032 0.6423 -0.0920  0.24
13 H -0.4149 1.2898 0.9555  0.21
14 H -0.7292 -0.4823 2.5364  0.11

No. 7
C3H4BrNO2 | the ωB97M-V functional and the def2-TZVPD basis

Results
strongest force on any atom: 4.4 eV/A
multiplicity: 1
lowest unoccupied orbital energy: 0.49 eV
calculated total energy: -2895.8573 Ha
net charge: 0
ΔE to the lowest compared entry with this formula, charge and spin: 56.1 kcal/mol
gap between HOMO and LUMO: 0.3425 hartree

Each line ends with the natural charge from an NBO analysis.
Positions of all 11 atoms, in Å:
1 C -0.4822 -0.0334 1.5744  0.02
2 C 0.3913 0.1050 0.5857  -0.34
3 C -0.4353 -0.0854 -1.4827  0.82
4 N 0.6223 0.1532 -2.3015  -0.86
5 O -1.5527 -0.3761 -1.6165  -0.53
6 O -0.1256 -0.1134 2.9344  -0.69
7 Br 2.2587 0.4280 0.5327  0.06
8 H -1.5234 -0.1252 1.5254  0.19
9 H 1.4010 0.5099 -1.7693  0.44
10 H 0.2313 0.3209 -3.1929  0.42
11 H -0.7854 -0.7836 3.2102  0.47

No. 8
C4H8B2F8OSn | the ωB97M-V functional and the def2-TZVPD basis

Results
strongest force on any atom: 2.1 eV/A
multiplicity: 1
lowest unoccupied orbital energy: -3.62 eV
calculated total energy: -1295.7807 Ha
net charge: 0
ΔE to the lowest compared entry with this formula, charge and spin: 0.0 kcal/mol
gap between HOMO and LUMO: 0.2883 hartree

Each line ends with the natural charge from an NBO analysis.
Positions of all 24 atoms, in Å:
1 Sn -1.2589 2.0548 0.0801  1.80
2 B 1.7443 3.5498 -0.1850  1.34
3 F 2.2696 2.8578 -1.2736  -0.55
4 F 2.6568 4.4946 0.2284  -0.54
5 F 0.4957 4.1600 -0.5052  -0.59
6 F 1.4132 2.6323 0.8487  -0.59
7 B -3.7689 0.1065 0.4870  1.33
8 F -2.6644 -0.0118 1.3862  -0.59
9 F -4.4855 1.2421 0.8323  -0.55
10 F -3.1368 0.2079 -0.8040  -0.59
11 F -4.5580 -1.0178 0.5794  -0.54
12 C 0.5674 -2.5580 -0.2117  -0.42
13 C 1.8978 -1.8974 0.1363  -0.43
14 C 1.6571 -0.5089 -0.4262  -0.07
15 O 0.3081 -0.2052 -0.0289  -0.63
16 C -0.4679 -1.4225 0.0684  -0.08
17 H 0.2724 -3.3884 0.4276  0.22
18 H 0.4453 -2.8171 -1.2621  0.21
19 H 2.7149 -2.4008 -0.3734  0.24
20 H 1.9763 -1.8257 1.2195  0.22
21 H 1.6684 -0.4348 -1.5178  0.18
22 H 2.3740 0.2250 -0.0614  0.23
23 H -1.2336 -1.4674 -0.7026  0.20
24 H -0.8874 -1.5750 1.0579  0.20

No. 9
C5H7N | the ωB97M-V functional and the def2-TZVPD basis

Results
strongest force on any atom: 0.6 eV/A
multiplicity: 1
lowest unoccupied orbital energy: 0.95 eV
calculated total energy: -249.3087 Ha
net charge: 0
ΔE to the lowest compared entry with this formula, charge and spin: 103.2 kcal/mol
gap between HOMO and LUMO: 0.2816 hartree

Each line ends with the natural charge from an NBO analysis.
Positions of all 13 atoms, in Å:
1 C 2.5583 -0.6751 0.7376  -0.20
2 C 1.5682 -0.0094 0.5768  -0.04
3 C 0.3867 0.8329 0.3771  -0.28
4 N -0.7474 0.0909 -0.2208  -0.22
5 C -0.7175 -0.0033 -1.5462  -0.37
6 C -1.6815 -0.4206 0.5755  -0.37
7 H 3.4272 -1.2799 0.8828  0.24
8 H 0.0542 1.2881 1.3133  0.24
9 H 0.6197 1.6442 -0.3186  0.24
10 H -1.4420 -0.6605 -2.0048  0.19
11 H 0.0609 0.5039 -2.0907  0.19
12 H -1.5844 -0.3993 1.6490  0.19
13 H -2.5025 -0.9120 0.0689  0.19